Run w
Formula: C24H31N3O3
Source: the OMol25 dataset
Level of theory: ωB97M-V with the def2-TZVPD basis set

Output
Highest occupied orbital energy (eV): -8.4
SMILES: COC1CCN(C(=O)c2ccc(OC3CCN(Cc4ccccn4)CC3)cc2)CC1
Lowest unoccupied orbital energy (eV): 0.8
Kohn-Sham gap (eV): 9.214

Last column: Mulliken charge in e.
CARTESIAN COORDINATES (ANGSTROEM)
1 C -6.729 0.077 4.799  -0.704
2 O -5.735 -0.897 4.608  -0.416
3 C -5.358 -1.111 3.262  0.431
4 C -3.994 -1.818 3.289  -0.847
5 C -3.785 -2.646 2.011  -0.684
6 N -4.471 -2.020 0.905  0.093
7 C -3.910 -1.083 0.097  0.247
8 O -4.576 -0.360 -0.623  -0.673
9 C -2.417 -1.017 0.106  0.038
10 C -1.643 -2.068 -0.379  -0.172
11 C -0.271 -1.961 -0.420  -0.677
12 C 0.370 -0.800 0.025  0.783
13 O 1.723 -0.828 -0.040  -0.359
14 C 2.486 0.318 0.309  0.074
15 C 2.444 1.381 -0.796  -0.641
16 C 3.138 0.859 -2.061  -1.142
17 N 4.500 0.411 -1.843  0.046
18 C 5.448 1.493 -1.640  -0.362
19 C 5.597 2.314 -2.892  0.198
20 C 5.718 1.702 -4.137  -0.437
21 C 5.862 2.500 -5.257  -0.466
22 C 5.885 3.878 -5.098  -0.412
23 C 5.757 4.388 -3.817  -0.210
24 N 5.613 3.631 -2.742  -0.514
25 C 4.532 -0.610 -0.816  -1.091
26 C 3.925 -0.161 0.519  -0.990
27 C -0.405 0.254 0.501  -0.109
28 C -1.784 0.141 0.529  -1.074
29 C -5.918 -2.068 1.019  -0.913
30 C -6.360 -1.975 2.484  -0.787
31 H -6.818 0.214 5.875  0.287
32 H -7.699 -0.236 4.397  0.272
33 H -6.445 1.029 4.334  0.289
34 H -5.268 -0.139 2.750  0.310
35 H -3.203 -1.075 3.391  0.218
36 H -3.968 -2.462 4.168  0.356
37 H -4.202 -3.650 2.131  0.395
38 H -2.722 -2.739 1.790  0.370
39 H -2.124 -2.968 -0.737  0.458
40 H 0.339 -2.767 -0.797  0.436
41 H 2.106 0.737 1.254  0.330
42 H 2.940 2.284 -0.438  0.403
43 H 1.410 1.633 -1.038  0.561
44 H 3.146 1.640 -2.826  0.450
45 H 2.574 0.005 -2.447  0.432
46 H 6.418 1.041 -1.408  0.519
47 H 5.190 2.176 -0.817  0.127
48 H 5.687 0.626 -4.204  0.414
49 H 5.956 2.058 -6.239  0.400
50 H 5.997 4.537 -5.945  0.374
51 H 5.765 5.455 -3.634  0.406
52 H 5.567 -0.928 -0.669  0.427
53 H 3.958 -1.463 -1.189  0.448
54 H 4.510 0.654 0.947  0.392
55 H 3.927 -0.996 1.221  0.486
56 H 0.047 1.169 0.849  0.350
57 H -2.378 0.969 0.887  0.468
58 H -6.286 -2.997 0.569  0.215
59 H -6.305 -1.226 0.439  0.500
60 H -7.358 -1.542 2.533  0.420
61 H -6.399 -2.961 2.950  0.257



Run x
Formula: C24H31N3O3
Source: the OMol25 dataset
Level of theory: ωB97M-V with the def2-TZVPD basis set

Output
Highest occupied orbital energy (eV): -9.1
SMILES: CCOC(=O)C1(CCCc2ccccc2)CCN(C(=O)CCc2cnccn2)CC1
Lowest unoccupied orbital energy (eV): 0.6
Kohn-Sham gap (eV): 9.681

Last column: Mulliken charge in e.
CARTESIAN COORDINATES (ANGSTROEM)
1 C 0.754 -1.292 -4.791  -1.049
2 C -0.190 -1.742 -3.687  -0.246
3 O -0.497 -0.649 -2.817  -0.291
4 C 0.027 -0.649 -1.597  -0.183
5 O 0.701 -1.542 -1.147  -0.534
6 C -0.408 0.588 -0.810  2.232
7 C -1.875 0.355 -0.396  -1.687
8 C -2.125 -0.903 0.448  -0.953
9 C -2.097 -0.675 1.967  -0.560
10 C -3.149 0.305 2.400  0.151
11 C -4.489 -0.065 2.407  -0.354
12 C -5.472 0.836 2.774  -0.692
13 C -5.129 2.127 3.140  -0.398
14 C -3.799 2.507 3.142  -0.811
15 C -2.818 1.601 2.775  0.087
16 C 0.511 0.788 0.401  1.062
17 C 1.785 1.560 0.009  -1.794
18 N 2.100 1.330 -1.377  0.217
19 C 3.032 0.492 -1.883  0.867
20 O 3.062 0.233 -3.076  -0.744
21 C 4.100 -0.078 -0.963  -1.327
22 C 3.730 -1.476 -0.443  -0.580
23 C 3.069 -1.484 0.901  0.820
24 C 2.167 -2.491 1.263  -0.229
25 N 1.587 -2.522 2.447  -0.622
26 C 1.900 -1.557 3.304  -0.378
27 C 2.806 -0.566 2.966  -0.250
28 N 3.383 -0.530 1.772  -0.413
29 C 1.127 1.931 -2.275  -1.144
30 C -0.294 1.827 -1.707  -1.326
31 H 0.987 -2.136 -5.434  0.442
32 H 0.289 -0.511 -5.388  0.269
33 H 1.677 -0.905 -4.364  0.230
34 H 0.259 -2.546 -3.095  0.299
35 H -1.147 -2.079 -4.097  0.324
36 H -2.459 0.280 -1.316  0.465
37 H -2.233 1.234 0.146  0.573
38 H -1.390 -1.670 0.201  0.404
39 H -3.110 -1.298 0.190  0.611
40 H -2.278 -1.637 2.451  0.505
41 H -1.112 -0.331 2.279  0.073
42 H -4.762 -1.073 2.129  0.394
43 H -6.508 0.531 2.778  0.378
44 H -5.895 2.832 3.427  0.381
45 H -3.523 3.511 3.431  0.397
46 H -1.780 1.904 2.791  0.318
47 H 0.777 -0.192 0.795  -0.740
48 H -0.015 1.347 1.174  0.004
49 H 1.625 2.637 0.136  0.329
50 H 2.610 1.259 0.653  0.640
51 H 4.332 0.580 -0.128  0.556
52 H 4.989 -0.169 -1.590  0.490
53 H 3.080 -1.980 -1.158  0.234
54 H 4.645 -2.070 -0.351  0.504
55 H 1.898 -3.277 0.573  0.408
56 H 1.412 -1.591 4.268  0.432
57 H 3.081 0.225 3.651  0.440
58 H 1.394 2.983 -2.436  0.413
59 H 1.204 1.410 -3.231  0.400
60 H -1.009 1.770 -2.528  0.495
61 H -0.537 2.707 -1.108  0.459



Preferred: run x; penalty for the next structure: 1.422 eV.



Run w
Formula: C10H14NO2
Source: the OMol25 dataset
Level of theory: ωB97M-V with the def2-TZVPD basis set

Output
Highest occupied orbital energy (spin up / spin down) (eV): -12.1 / -11.9
Net charge: +1
Lowest unoccupied orbital energy (spin up / spin down) (eV): -5.9 / -4.6
Kohn-Sham gap (spin up / spin down) (eV): 6.236 / 7.297

Last column: Mulliken charge in e.
CARTESIAN COORDINATES (ANGSTROEM)
1 C 4.274 -0.594 0.071  -0.590
2 C 2.984 -1.162 0.206  -0.287
3 C 4.146 0.739 -0.276  -0.533
4 C 2.249 -0.145 -0.292  0.262
5 C -0.361 -1.557 0.411  0.556
6 C -0.337 -0.937 1.798  -0.221
7 C -1.015 0.394 1.611  -0.532
8 C -0.744 -0.539 -0.508  -0.105
9 C -0.711 -0.748 -1.917  -1.551
10 C -2.941 0.415 0.118  -0.964
11 N -1.508 0.525 0.195  0.253
12 O -0.002 -2.759 0.167  -0.589
13 O 2.868 1.006 -0.395  -0.308
14 H 5.163 -1.051 0.210  0.505
15 H 2.571 -2.148 0.195  0.453
16 H 4.879 1.448 -0.224  0.488
17 H -0.716 -1.549 2.632  0.394
18 H 0.747 -0.760 1.938  0.203
19 H -1.879 0.484 2.254  0.335
20 H -0.241 1.159 1.871  0.337
21 H -0.358 0.042 -2.539  0.397
22 H -1.646 -1.052 -2.323  0.456
23 H -0.055 -1.549 -2.022  0.439
24 H -3.393 1.096 0.780  0.439
25 H -3.427 0.477 -0.939  0.313
26 H -3.237 -0.618 0.244  0.429
27 H -1.217 1.361 -0.297  0.420



Run x
Formula: C10H14NO2
Source: the OMol25 dataset
Level of theory: ωB97M-V with the def2-TZVPD basis set

Output
Highest occupied orbital energy (spin up / spin down) (eV): -10.4 / -10.8
Net charge: +1
Lowest unoccupied orbital energy (spin up / spin down) (eV): -4.0 / -4.0
Kohn-Sham gap (spin up / spin down) (eV): 6.401 / 6.831

Last column: Mulliken charge in e.
CARTESIAN COORDINATES (ANGSTROEM)
1 C 1.132 1.564 1.941  -0.033
2 C 1.637 1.120 0.934  -0.297
3 C -1.055 0.476 -1.043  -0.632
4 C -0.813 -0.894 -1.132  -0.418
5 C -1.882 0.597 0.055  0.636
6 C -2.569 1.789 0.776  -1.029
7 C 2.943 1.659 -0.978  -1.121
8 C -1.202 -2.804 0.486  -0.741
9 C 1.927 -1.635 0.054  -0.784
10 C 2.371 0.617 -0.125  0.472
11 N -1.376 -1.512 -0.078  0.390
12 O -2.066 -0.580 0.640  -0.242
13 O 2.402 -0.599 -0.483  -0.230
14 H 0.383 2.043 2.658  0.361
15 H -0.825 1.289 -1.689  0.474
16 H -3.176 1.353 1.566  0.331
17 H -1.793 2.439 1.123  0.255
18 H -3.271 2.264 0.171  0.379
19 H 2.120 2.023 -1.808  0.177
20 H 3.979 1.408 -1.343  0.333
21 H 3.060 2.525 -0.327  0.367
22 H -1.141 -3.669 -0.302  0.311
23 H -0.318 -2.833 1.057  0.303
24 H -2.039 -3.132 1.123  0.316
25 H 2.013 -2.552 -0.542  0.404
26 H -0.081 -1.463 -1.685  0.624
27 H 1.646 -1.645 1.147  0.396



Preferred: run w; penalty for the next structure: 1.033 eV.



Run w
Formula: C8H9N3O
Source: the OMol25 dataset
Level of theory: ωB97M-V with the def2-TZVPD basis set

Output
Highest occupied orbital energy (eV): -8.8
SMILES: C=Cc1cc(C(=O)NN)ccn1
Lowest unoccupied orbital energy (eV): 0.0
Kohn-Sham gap (eV): 8.800

Last column: Mulliken charge in e.
CARTESIAN COORDINATES (ANGSTROEM)
1 C -2.425 2.108 -0.418  -0.632
2 C -2.706 0.840 -0.126  -0.358
3 C -1.712 -0.299 -0.143  0.297
4 C -0.341 0.074 0.087  -0.257
5 C 0.529 -0.969 0.189  0.348
6 C 1.972 -0.652 -0.273  0.296
7 O 2.732 -1.521 -0.652  -0.655
8 N 2.596 0.615 -0.398  -0.204
9 N 2.384 1.656 0.679  -0.549
10 C 0.087 -2.298 0.293  -0.485
11 C -1.382 -2.566 0.143  -0.332
12 N -2.109 -1.564 -0.011  -0.573
13 H -1.320 2.317 -0.979  0.208
14 H -3.186 2.869 -0.246  0.299
15 H -3.746 0.576 0.165  0.335
16 H -0.046 1.140 0.301  0.544
17 H 3.620 0.491 -0.799  0.312
18 H 2.893 2.531 0.411  0.254
19 H 3.019 1.104 1.522  0.290
20 H 0.946 -2.952 0.021  0.362
21 H -1.805 -3.501 0.234  0.502



Run x
Formula: C8H9N3O
Source: the OMol25 dataset
Level of theory: ωB97M-V with the def2-TZVPD basis set

Output
Highest occupied orbital energy (eV): -10.0
SMILES: CC1(C)[C@H](C#N)[C@@]1(C#N)C(N)=O
Lowest unoccupied orbital energy (eV): -0.1
Kohn-Sham gap (eV): 9.901

Last column: Mulliken charge in e.
CARTESIAN COORDINATES (ANGSTROEM)
1 C 1.709 0.764 0.778  -1.370
2 C 0.405 0.082 0.561  1.577
3 C -0.716 1.084 0.775  -1.551
4 C 0.032 -1.323 1.150  -0.595
5 C 1.036 -2.159 1.691  0.061
6 N 1.693 -3.023 2.110  -0.511
7 C 0.200 -0.898 -0.604  0.619
8 C 1.393 -1.287 -1.199  -0.329
9 N 2.344 -1.590 -1.754  -0.515
10 C -1.029 -1.294 -1.407  0.313
11 N -1.063 -1.310 -2.760  -0.416
12 O -1.990 -1.605 -0.745  -0.590
13 H 1.578 1.271 1.845  0.295
14 H 1.765 1.464 -0.053  0.389
15 H 2.448 -0.014 0.798  0.427
16 H -1.618 0.657 0.245  0.382
17 H -0.469 2.025 0.198  0.357
18 H -0.861 1.320 1.820  0.395
19 H -0.996 -1.547 1.300  0.550
20 H -0.242 -1.391 -3.345  0.233
21 H -1.951 -1.581 -3.176  0.279



Run y
Formula: C8H9N3O
Source: the OMol25 dataset
Level of theory: ωB97M-V with the def2-TZVPD basis set

Output
Highest occupied orbital energy (eV): -8.4
SMILES: O[C@@H](c1ccc[nH]1)n1ccnc1
Lowest unoccupied orbital energy (eV): 0.7
Kohn-Sham gap (eV): 9.092

Last column: Mulliken charge in e.
CARTESIAN COORDINATES (ANGSTROEM)
1 O 0.906 1.141 1.947  -0.524
2 C 0.553 0.034 1.161  -0.407
3 C -0.981 0.053 0.583  0.152
4 C -1.811 1.151 0.377  -0.249
5 C -3.052 0.721 -0.073  -0.675
6 C -2.936 -0.643 -0.228  -0.350
7 N -1.659 -1.047 0.219  -0.077
8 N 1.473 -0.196 0.111  0.166
9 C 1.768 0.696 -0.948  -0.190
10 C 2.575 -0.051 -1.771  -0.484
11 N 2.882 -1.269 -1.265  -0.603
12 C 2.119 -1.312 -0.172  0.116
13 H 1.441 1.779 1.324  0.432
14 H 0.515 -0.814 1.730  0.437
15 H -1.458 2.125 0.597  0.465
16 H -3.983 1.219 -0.511  0.293
17 H -3.622 -1.462 -0.397  0.383
18 H -1.279 -1.962 0.255  0.187
19 H 1.213 1.632 -1.012  0.349
20 H 3.228 0.392 -2.536  0.353
21 H 2.107 -2.188 0.610  0.225



Run z
Formula: C8H9N3O
Source: the OMol25 dataset
Level of theory: ωB97M-V with the def2-TZVPD basis set

Output
Highest occupied orbital energy (eV): -8.4
SMILES: Cc1cc(=O)n2nccc2n1C
Lowest unoccupied orbital energy (eV): 0.5
Kohn-Sham gap (eV): 8.861

Last column: Mulliken charge in e.
CARTESIAN COORDINATES (ANGSTROEM)
1 C 1.781 -2.008 0.117  -1.579
2 C 0.730 -1.006 0.536  1.377
3 C -0.010 -1.199 1.637  -0.785
4 C -1.129 -0.244 1.990  0.377
5 O -1.726 -0.304 3.012  -0.531
6 N -1.293 0.780 1.003  0.570
7 N -2.355 1.648 1.080  -1.127
8 C -2.240 2.287 -0.118  -0.567
9 C -1.257 1.738 -0.960  -0.438
10 C -0.633 0.753 -0.203  0.610
11 N 0.403 -0.087 -0.461  0.036
12 C 1.144 0.251 -1.670  -1.084
13 H 1.667 -2.968 0.655  0.361
14 H 2.815 -1.673 0.259  0.333
15 H 1.726 -2.348 -0.974  0.325
16 H 0.371 -1.958 2.332  0.325
17 H -2.862 3.140 -0.280  0.475
18 H -1.048 2.114 -2.001  0.284
19 H 1.508 1.287 -1.626  0.365
20 H 0.410 0.245 -2.461  0.319
21 H 1.998 -0.448 -1.865  0.355



Preferred: run z; penalty for the next structure: 0.799 eV.